# 1
16
Properties=species:S:1:pos:R:3:lowdin_charge:R:1 method="wB97M-V/def2-TZVPD" homo_ev=-6.95 de_lowest_ev=3.9677 homo_lumo_gap_ha=0.27668 max_force_ev_per_a=0.48
C -1.077 0.011 -1.013 -0.121
C -0.685 0.836 0.181 -0.518
O -1.679 1.484 0.973 -0.057
C 0.047 -0.190 1.050 -0.089
C 0.962 -0.797 0.025 -0.416
O 0.779 -1.957 -0.585 0.055
N 2.174 -0.283 -0.094 0.233
H -1.962 -0.595 -0.752 0.041
H -0.129 -1.719 -0.971 0.110
H -1.301 0.598 -1.911 0.018
H 0.061 1.591 -0.133 0.129
H -2.325 1.825 0.341 0.085
H 0.592 0.203 1.920 0.125
H -0.666 -0.948 1.385 0.135
H 2.776 -0.602 -0.840 0.138
H 2.435 0.544 0.423 0.133

***

# 2
16
Properties=species:S:1:pos:R:3:lowdin_charge:R:1 method="wB97M-V/def2-TZVPD" homo_ev=-9.53 de_lowest_ev=2.8783 homo_lumo_gap_ha=0.38255 max_force_ev_per_a=0.59
C 1.185 -1.773 0.986 -0.097
C 0.936 -1.559 -0.503 -0.257
N -0.087 -0.545 -0.691 0.009
C 0.221 0.709 -0.807 -0.486
O 1.079 1.536 -0.868 0.123
O -1.334 1.173 -0.811 -0.127
C -1.650 2.202 0.124 -0.061
H 0.229 -1.940 1.494 0.071
H 1.836 -2.632 1.176 0.069
H 1.648 -0.880 1.421 0.073
H 1.861 -1.260 -1.013 0.117
H 0.592 -2.485 -0.976 0.107
H -1.345 0.044 -0.567 0.178
H -2.606 2.641 -0.167 0.090
H -1.706 1.816 1.148 0.097
H -0.858 2.953 0.055 0.094

***

# 3
16
Properties=species:S:1:pos:R:3:lowdin_charge:R:1 method="wB97M-V/def2-TZVPD" homo_ev=-9.91 de_lowest_ev=1.7511 homo_lumo_gap_ha=0.39239 max_force_ev_per_a=1.85 smiles="CC(=O)O.C=NC"
C -0.832 1.469 -0.817 -0.002
C -0.950 1.788 0.658 -0.544
O -0.166 2.453 1.306 0.081
O -2.091 1.270 1.213 0.078
H -1.709 0.911 -1.184 0.085
H 0.110 0.864 -0.963 0.082
H -0.717 2.413 -1.350 0.088
H -2.037 1.538 2.143 0.119
C 0.447 -1.710 -1.226 -0.102
N 1.000 -2.487 -0.372 -0.083
C 2.438 -2.721 -0.523 -0.156
H -0.566 -1.326 -1.029 0.053
H 0.934 -1.336 -2.172 0.088
H 2.914 -2.508 0.463 0.085
H 2.928 -2.107 -1.282 0.064
H 2.582 -3.770 -0.726 0.063

***

# 4
16
Properties=species:S:1:pos:R:3:lowdin_charge:R:1 method="wB97M-V/def2-TZVPD" homo_ev=-10.12 de_lowest_ev=1.4861 homo_lumo_gap_ha=0.39656 max_force_ev_per_a=0.74 smiles="CCN=C=O.CO"
C 2.016 0.330 0.156 -0.086
C 1.260 1.200 -0.838 -0.245
N -0.180 1.150 -0.616 0.089
C -0.899 1.572 0.260 -0.321
O -1.698 1.928 1.044 0.152
H 1.692 -0.712 0.073 0.071
H 3.093 0.389 -0.035 0.076
H 1.834 0.666 1.183 0.078
H 1.591 2.243 -0.783 0.115
H 1.439 0.856 -1.860 0.110
C -1.892 -1.737 0.495 -0.167
O -0.907 -1.762 -0.515 -0.134
H -2.915 -1.776 0.088 0.080
H -1.742 -2.620 1.121 0.079
H -1.816 -0.848 1.139 0.065
H -0.875 -0.879 -0.910 0.039

***

# 5
16
Properties=species:S:1:pos:R:3:lowdin_charge:R:1 method="wB97M-V/def2-TZVPD" homo_ev=-9.82 de_lowest_ev=1.2320 homo_lumo_gap_ha=0.38774 max_force_ev_per_a=1.04 smiles="CCC=O.NC=O"
C 1.323 0.220 2.053 -0.099
C 0.769 -0.127 0.662 -0.214
C -0.497 -0.881 0.956 -0.279
O -1.623 -0.553 0.679 0.034
H 0.797 1.088 2.456 0.084
H 2.392 0.419 1.998 0.075
H 1.182 -0.597 2.775 0.075
H 0.565 0.761 0.053 0.107
H 1.490 -0.747 0.111 0.122
H -0.324 -1.767 1.603 0.128
N -1.467 0.752 -1.868 0.121
C -0.519 0.059 -2.527 -0.438
O 0.102 0.484 -3.491 -0.006
H -1.937 1.490 -2.365 0.109
H -1.844 0.359 -1.014 0.052
H -0.410 -0.959 -2.083 0.129

***

# 6
16
Properties=species:S:1:pos:R:3:lowdin_charge:R:1 method="wB97M-V/def2-TZVPD" homo_ev=-9.36 de_lowest_ev=3.1127 homo_lumo_gap_ha=0.37132 max_force_ev_per_a=4.63
C 0.331 1.819 1.177 -0.067
C 0.555 0.574 0.334 -0.463
O 1.621 -0.131 0.959 -0.058
C -0.753 -0.152 0.061 -0.115
N -0.929 -0.720 -1.257 -0.020
C -0.190 -1.786 -1.632 -0.335
O 0.671 -2.294 -0.886 -0.020
H -0.275 2.550 0.630 0.077
H 1.294 2.272 1.434 0.082
H -0.188 1.561 2.110 0.085
H 1.008 0.846 -0.629 0.142
H 1.282 -0.913 1.405 0.076
H -0.357 -1.531 0.418 0.227
H -1.651 0.452 0.296 0.123
H -1.691 -0.427 -1.843 0.131
H -0.416 -2.218 -2.616 0.134

***

# 7
16
Properties=species:S:1:pos:R:3:lowdin_charge:R:1 method="wB97M-V/def2-TZVPD" homo_ev=-9.77 de_lowest_ev=0.9346 homo_lumo_gap_ha=0.39255 max_force_ev_per_a=0.47 smiles="CCC=O.NC=O"
C -1.685 1.460 0.022 -0.099
C -1.218 0.132 0.632 -0.208
C -1.432 -1.006 -0.324 -0.248
O -0.588 -1.798 -0.690 0.021
H -1.058 1.740 -0.831 0.079
H -1.616 2.264 0.760 0.075
H -2.726 1.411 -0.321 0.072
H -0.165 0.179 0.935 0.082
H -1.827 -0.094 1.520 0.123
H -2.468 -1.109 -0.714 0.127
N 2.251 -1.100 -0.563 0.133
C 2.679 -0.058 0.178 -0.414
O 2.030 0.511 1.040 -0.019
H 1.288 -1.426 -0.483 0.059
H 2.826 -1.464 -1.305 0.096
H 3.714 0.248 -0.067 0.122

***

# 8
16
Properties=species:S:1:pos:R:3:lowdin_charge:R:1 method="wB97M-V/def2-TZVPD" homo_ev=-9.79 de_lowest_ev=0.5162 homo_lumo_gap_ha=0.39333 max_force_ev_per_a=0.48 smiles="CCNC(=O)OC"
C -1.973 0.850 0.849 -0.088
C -1.784 -0.505 0.170 -0.238
N -0.591 -0.574 -0.654 0.062
C 0.652 -0.643 -0.108 -0.585
O 0.918 -0.908 1.046 0.092
O 1.565 -0.377 -1.078 -0.052
C 2.825 0.089 -0.616 -0.059
H -1.910 1.666 0.119 0.073
H -2.953 0.908 1.336 0.071
H -1.201 1.008 1.608 0.073
H -1.720 -1.300 0.918 0.118
H -2.635 -0.732 -0.481 0.113
H -0.612 -0.132 -1.561 0.142
H 3.496 0.045 -1.474 0.091
H 2.726 1.128 -0.280 0.097
H 3.197 -0.524 0.205 0.089

***

# 9
16
Properties=species:S:1:pos:R:3:lowdin_charge:R:1 method="wB97M-V/def2-TZVPD" homo_ev=-9.79 de_lowest_ev=2.0302 homo_lumo_gap_ha=0.39641 max_force_ev_per_a=0.82 smiles="C/N=C/OCCO"
C 2.116 -0.413 -1.080 -0.117
N 0.870 0.228 -0.719 -0.022
C 0.843 0.917 0.343 -0.252
O -0.279 1.373 0.906 -0.060
C -1.568 0.857 0.478 -0.130
C -1.589 -0.658 0.333 -0.280
O -1.538 -1.107 -0.983 -0.085
H 1.999 -1.495 -0.906 0.086
H 2.334 -0.269 -2.146 0.079
H 2.959 -0.052 -0.475 0.073
H 1.722 1.077 0.995 0.151
H -2.231 1.123 1.308 0.122
H -1.887 1.368 -0.446 0.137
H -0.743 -1.050 0.916 0.121
H -2.520 -1.023 0.776 0.121
H -0.671 -0.758 -1.293 0.057

***

# 10
16
Properties=species:S:1:pos:R:3:lowdin_charge:R:1 method="wB97M-V/def2-TZVPD" homo_ev=-9.33 de_lowest_ev=4.6435 homo_lumo_gap_ha=0.34868 max_force_ev_per_a=5.71
C 0.718 1.026 1.235 -0.275
C -0.798 -0.217 -1.286 -0.249
C 0.240 -0.786 -0.305 -0.403
N -0.173 2.081 0.913 0.043
C 0.707 -2.065 -0.434 0.130
O 1.153 0.170 0.144 -0.082
O -1.833 -0.065 -0.351 -0.167
H 0.259 0.383 1.993 0.125
H 0.238 2.732 0.256 0.080
H -1.050 1.720 0.547 0.054
H 1.655 1.430 1.625 0.121
H -1.296 -0.964 0.345 0.248
H -0.481 0.734 -1.729 0.121
H -1.065 -0.970 -2.042 0.113
H 0.343 -2.723 -1.208 0.070
H 1.382 -2.485 0.296 0.071

***

# 11
16
Properties=species:S:1:pos:R:3:lowdin_charge:R:1 method="wB97M-V/def2-TZVPD" homo_ev=-9.72 de_lowest_ev=0.9282 homo_lumo_gap_ha=0.38796 max_force_ev_per_a=0.73 smiles="CNC(=O)CCO"
C -1.983 -1.004 1.833 -0.063
N -1.413 -0.259 0.726 0.011
C -0.124 0.160 0.711 -0.527
O 0.664 -0.036 1.620 0.053
C 0.317 0.866 -0.549 -0.096
C 1.209 -0.065 -1.365 -0.250
O 1.373 0.404 -2.706 -0.072
H -2.861 -0.491 2.217 0.078
H -2.331 -1.985 1.486 0.084
H -1.246 -1.064 2.621 0.080
H -2.023 0.096 0.010 0.131
H 0.934 1.684 -0.182 0.125
H -0.505 1.214 -1.173 0.117
H 0.848 -1.101 -1.438 0.129
H 2.179 -0.170 -0.890 0.118
H 1.984 1.147 -2.695 0.083

***

# 12
16
Properties=species:S:1:pos:R:3:lowdin_charge:R:1 method="wB97M-V/def2-TZVPD" homo_ev=-9.59 de_lowest_ev=3.2237 homo_lumo_gap_ha=0.38112 max_force_ev_per_a=3.40 smiles="N[C@H](CO)CC=O"
N -1.017 1.025 -1.243 0.040
C -0.383 -0.018 -0.388 -0.344
C -0.512 0.577 1.034 -0.228
O -1.718 0.124 1.621 -0.066
C 1.141 -0.131 -0.562 -0.141
C 1.855 -1.392 -0.150 -0.301
O 1.524 -2.540 -0.180 0.067
H -1.692 0.651 -1.897 0.066
H -1.574 1.634 -0.650 0.060
H -0.911 -0.980 -0.275 0.148
H 0.368 0.233 1.579 0.118
H -0.530 1.651 0.913 0.116
H -2.523 -0.339 1.444 0.088
H 1.594 0.704 -0.021 0.111
H 1.574 -0.141 -1.594 0.141
H 2.806 -1.060 0.369 0.126

***

# 13
16
Properties=species:S:1:pos:R:3:lowdin_charge:R:1 method="wB97M-V/def2-TZVPD" homo_ev=-6.59 de_lowest_ev=6.3648 homo_lumo_gap_ha=0.22101 max_force_ev_per_a=0.92
C 0.749 2.147 1.528 -0.022
C -0.095 1.360 0.607 -0.171
N 0.378 0.518 -0.241 0.099
C -0.697 -0.472 -0.637 -0.629
O -1.375 -0.891 0.278 0.033
O -0.217 -1.264 -1.630 -0.081
C -0.032 -2.620 -1.164 -0.051
H 1.742 2.412 1.161 0.087
H 0.238 3.009 1.953 0.087
H 0.886 1.425 2.350 0.113
H -1.144 1.195 0.849 0.080
H -1.716 1.361 -1.069 0.004
H 1.174 0.690 -0.846 0.172
H 0.506 -3.148 -1.952 0.091
H 0.576 -2.596 -0.252 0.095
H -0.975 -3.126 -0.935 0.093

***

# 14
16
Properties=species:S:1:pos:R:3:lowdin_charge:R:1 method="wB97M-V/def2-TZVPD" homo_ev=-9.72 de_lowest_ev=1.5730 homo_lumo_gap_ha=0.38374 max_force_ev_per_a=0.80 smiles="CN(C=O)CCO"
C -0.105 1.726 -0.805 -0.039
N -0.331 0.299 -0.637 -0.150
C -0.940 -0.380 -1.657 -0.328
O -1.320 0.114 -2.694 0.031
C 0.588 -0.413 0.233 -0.165
C 0.140 -0.515 1.686 -0.225
O 0.575 -1.731 2.297 -0.078
H -0.466 2.053 -1.783 0.083
H -0.672 2.299 -0.061 0.094
H 0.961 1.975 -0.769 0.090
H -1.103 -1.438 -1.413 0.137
H 1.571 0.045 0.147 0.124
H 0.717 -1.421 -0.186 0.119
H 0.521 0.260 2.352 0.120
H -0.940 -0.499 1.686 0.111
H 0.803 -2.374 1.605 0.078

***

# 15
16
Properties=species:S:1:pos:R:3:lowdin_charge:R:1 method="wB97M-V/def2-TZVPD" homo_ev="-8.29 / -9.12" de_lowest_ev=6.1993 homo_lumo_gap_ha="0.24097 / 0.30069" max_force_ev_per_a=0.55
C -0.007 -0.837 -0.373 0.078
C 1.788 0.758 -0.220 0.024
C -0.482 -1.924 0.453 -0.053
C 0.276 0.496 0.234 -0.785
N -1.869 1.191 -0.368 0.052
O -0.456 1.495 -0.554 -0.150
O 0.120 0.527 1.510 -0.030
H 0.351 -1.040 -1.380 0.131
H -2.308 1.779 -1.070 0.079
H -2.096 1.599 0.540 0.081
H -0.961 -2.712 -0.132 0.093
H 0.374 -2.383 0.973 0.120
H 2.458 0.055 0.272 0.086
H 1.917 0.735 -1.302 0.079
H 1.984 1.759 0.156 0.090
H -1.089 -1.498 1.263 0.104

***

# 16
16
Properties=species:S:1:pos:R:3:lowdin_charge:R:1 method="wB97M-V/def2-TZVPD" homo_ev=-8.77 de_lowest_ev=2.1885 homo_lumo_gap_ha=0.35304 max_force_ev_per_a=3.97 smiles="CN[C@H](C)C(=O)O"
C 0.601 -1.192 -1.488 -0.131
N 1.151 -0.323 -0.496 -0.093
C 0.335 0.204 0.555 -0.332
C -0.725 -0.665 1.156 -0.063
C -0.454 1.469 -0.060 -0.408
O -0.930 1.942 -1.068 0.101
O -0.588 2.203 1.139 -0.022
H 1.421 -1.765 -1.968 0.093
H 0.055 -0.563 -2.203 0.087
H -0.012 -2.001 -1.109 0.064
H 2.088 -0.609 -0.288 0.106
H 0.865 0.800 1.364 0.162
H -0.260 -1.528 1.551 0.068
H -1.491 -0.166 1.852 0.120
H -1.384 -0.967 0.314 0.086
H -0.672 3.160 0.750 0.162